Density functional theory data (wB97M-V/def2-TZVPD) for a gas-phase ion, C9H14N5 (charge +1).

```
! wB97M-V def2-TZVPD RIJCOSX def2/J DEFGRID3
* xyz 1 1
C 1.664 -1.581 -1.201
C 0.947 -2.774 -3.073
C 0.317 -1.231 -0.894
C -0.605 -1.901 -1.739
C -2.648 -0.580 -1.516
C -0.030 -0.436 0.206
C -0.933 -0.725 1.354
C -0.002 2.055 -0.151
C 1.568 1.200 1.325
N 1.923 -2.274 -2.311
N -0.323 -2.678 -2.770
N -2.368 0.575 -1.148
N -1.945 -1.815 -1.486
N 0.835 0.807 0.188
H 2.460 -1.310 -0.565
H 1.227 -3.269 -3.933
H -3.418 -0.605 -2.188
H -1.005 -1.766 1.610
H -1.937 -0.554 0.973
H -0.726 -0.197 2.253
H 0.429 2.698 -0.870
H -0.880 1.724 -0.499
H -0.104 2.586 0.744
H 0.955 0.964 2.152
H 2.410 0.611 1.403
H 1.972 2.180 1.354
H -2.361 -2.417 -2.204
H 1.371 0.698 -0.701
*
```

Values from the calculation:
* ΔE to the lowest compared entry with this formula, charge and spin: 5.935 eV
* orbital gap (alpha / beta): 0.3173 / 0.2763 Ha
* HOMO energy (alpha / beta): -0.49074 / -0.43711 Ha
* max |F|: 4.08 eV/A

---

Density functional theory data (wB97M-V/def2-TZVPD) for a gas-phase ion, C9H14NO (charge +1).

```
! wB97M-V def2-TZVPD RIJCOSX def2/J DEFGRID3
* xyz 1 1
C -2.029 0.725 -1.060
C -2.056 0.150 0.129
C -3.287 -0.483 0.780
C -0.676 0.105 0.854
C 0.352 -0.775 0.217
C 0.331 -2.149 -0.179
C 1.496 -2.460 -0.814
O 2.214 -1.341 -0.723
C 1.570 -0.270 -0.212
C 2.262 1.029 -0.215
N 2.712 1.512 1.136
H -1.062 1.056 -1.507
H -2.737 0.656 -1.772
H -3.088 -0.718 1.833
H -3.536 -1.405 0.366
H -4.135 0.146 0.715
H -0.894 -0.402 1.793
H -0.400 1.164 0.989
H -0.510 -2.752 0.115
H 1.878 -3.319 -1.327
H 3.174 1.065 -0.889
H 1.407 1.773 -0.496
H 3.575 2.108 0.963
H 2.861 0.580 1.550
H 1.927 1.933 1.685
*
```

Values from the calculation:
* ΔE to the lowest compared entry with this formula, charge and spin: 2.302 eV
* orbital gap: 0.3149 Ha
* HOMO energy: -0.45503 Ha
* max |F|: 4.31 eV/A

---

Density functional theory data (wB97M-V/def2-TZVPD) for a gas-phase ion, C9H14NO (charge +1).

```
! wB97M-V def2-TZVPD RIJCOSX def2/J DEFGRID3
* xyz 1 1
C -1.235 -2.077 -0.189
C -1.022 -0.826 -0.325
C -1.852 -3.255 -0.032
C 2.324 -0.639 -0.211
C -2.575 1.009 0.211
C -1.532 1.918 -0.199
C -0.608 1.282 -1.246
C 3.443 -0.564 0.714
C 1.094 0.229 0.252
N 0.071 0.017 -0.754
O 2.140 -1.199 -1.268
H -2.231 -3.589 -0.981
H -2.010 -3.928 0.792
H -3.356 0.779 -0.538
H -2.574 0.548 1.178
H -2.080 2.699 -0.687
H -0.862 2.295 0.616
H -1.308 0.994 -1.984
H 0.018 2.186 -1.423
H 4.351 -0.978 0.259
H 3.271 0.489 1.102
H 3.102 -1.140 1.647
H 1.261 1.371 0.219
H 0.710 -0.017 1.262
H 0.771 -0.452 -1.398
*
```

Values from the calculation:
* ΔE to the lowest compared entry with this formula, charge and spin: 6.021 eV
* orbital gap (alpha / beta): 0.2769 / 0.2996 Ha
* HOMO energy (alpha / beta): -0.44074 / -0.44823 Ha
* max |F|: 4.00 eV/A

---

Density functional theory data (wB97M-V/def2-TZVPD) for a gas-phase ion, C9H14NO2S (charge +1).

```
! wB97M-V def2-TZVPD RIJCOSX def2/J DEFGRID3
* xyz 1 1
C 2.659 0.696 0.819
C 1.998 -0.266 -0.128
C 0.581 0.273 -0.480
N -0.470 0.309 0.585
C -1.431 1.236 0.546
C -2.400 1.298 1.467
C -2.398 0.346 2.493
C -1.496 -0.729 2.440
C -0.501 -0.745 1.454
S -0.428 -1.077 -1.881
C 0.283 -0.727 -3.475
O -0.084 -2.373 -1.318
O -1.708 -0.471 -1.859
H 2.180 0.823 1.770
H 3.770 0.501 1.230
H 2.667 1.638 0.247
H 2.510 -0.376 -1.052
H 1.903 -1.199 0.468
H 0.698 1.276 -0.892
H -1.331 2.025 -0.247
H -3.316 1.944 1.357
H -3.094 0.596 3.311
H -1.715 -1.577 3.161
H 0.159 -1.537 1.229
H 1.178 -1.335 -3.684
H -0.549 -0.849 -4.243
H 0.335 0.301 -3.317
*
```

Values from the calculation:
* ΔE to the lowest compared entry with this formula, charge and spin: 2.514 eV
* orbital gap: 0.3292 Ha
* HOMO energy: -0.49348 Ha
* max |F|: 4.06 eV/A

---

Density functional theory data (wB97M-V/def2-TZVPD) for a gas-phase ion, C9H14NOS (charge +1).

```
! wB97M-V def2-TZVPD RIJCOSX def2/J DEFGRID3
* xyz 1 1
C 0.423 -2.658 -0.847
C 0.762 -1.509 0.001
O 1.342 -1.604 1.062
C 0.271 -0.097 -0.403
C -1.217 0.083 -0.095
C -1.796 -0.138 1.185
C -3.156 -0.098 1.169
S -3.764 0.219 -0.407
C -2.174 0.377 -1.024
N 1.216 0.839 0.326
C 2.505 0.957 -0.319
C 0.477 2.130 0.451
H 1.180 -2.676 -1.515
H 0.244 -3.584 -0.191
H -0.446 -2.569 -1.343
H 0.556 -0.032 -1.407
H -1.441 -0.378 2.182
H -3.710 -0.353 2.055
H -1.913 0.661 -2.058
H 1.222 0.207 1.119
H 2.295 1.114 -1.286
H 2.974 1.697 0.259
H 3.200 -0.007 -0.248
H -0.204 2.304 -0.319
H -0.099 2.084 1.387
H 1.253 3.031 0.268
*
```

Values from the calculation:
* ΔE to the lowest compared entry with this formula, charge and spin: 1.539 eV
* orbital gap: 0.3607 Ha
* HOMO energy: -0.47396 Ha
* max |F|: 5.12 eV/A

---

Density functional theory data (wB97M-V/def2-TZVPD) for 2 unconnected molecules or ions with the total composition C9H14O.

```
! wB97M-V def2-TZVPD RIJCOSX def2/J DEFGRID3
* xyz -1 2
C 0.336 -2.192 1.933
C 0.778 0.339 1.897
C 0.565 -0.878 1.157
C 0.703 1.504 1.132
C 0.853 1.357 -0.219
C 0.592 -0.988 -0.148
C 0.846 0.126 -0.897
O 1.001 2.435 -1.023
H 0.665 0.487 2.970
H 0.824 2.604 1.488
H -0.187 -2.884 1.219
H -0.360 -1.970 2.741
H 0.434 -1.850 -0.702
H 1.302 3.253 -0.641
H 0.854 0.110 -1.962
H 1.251 -2.639 2.477
C -2.361 0.127 -1.511
C -2.140 -1.470 -1.643
H -1.572 0.690 -0.971
H -2.659 0.477 -2.540
H -3.285 0.420 -0.879
H -2.582 -1.878 -2.550
H -2.607 -2.099 -0.891
H -1.111 -1.743 -1.780
*
```

Values from the calculation:
* ΔE to the lowest compared entry with this formula, charge and spin: 1.511 eV
* orbital gap (alpha / beta): 0.1150 / 0.2529 Ha
* HOMO energy (alpha / beta): 0.02887 / -0.11458 Ha
* <S²>: 0.76
* max |F|: 5.18 eV/A

---

Density functional theory data (wB97M-V/def2-TZVPD) for 2 unconnected molecules or ions with the total composition C9H14O.

```
! wB97M-V def2-TZVPD RIJCOSX def2/J DEFGRID3
* xyz 0 1
C -2.106 1.906 -2.405
C -0.921 1.376 -1.642
C -0.180 2.206 -0.803
C 0.926 1.722 -0.120
C 1.320 0.412 -0.330
O 2.389 -0.021 0.413
C 0.709 -0.411 -1.264
C -0.384 0.127 -1.940
H -2.312 2.935 -2.114
H -3.028 1.375 -2.148
H -1.991 1.753 -3.475
H -0.514 3.225 -0.650
H 1.520 2.284 0.584
H 2.689 -0.892 0.130
H 1.128 -1.309 -1.691
H -0.863 -0.400 -2.750
C -0.068 -1.779 3.167
C 0.472 -2.309 1.815
H -0.340 -0.731 3.163
H -0.959 -2.326 3.461
H 0.658 -1.852 3.980
H 0.677 -1.445 1.197
H 1.388 -2.836 2.048
H -0.211 -3.011 1.376
*
```

Values from the calculation:
* ΔE to the lowest compared entry with this formula, charge and spin: 0.494 eV
* orbital gap: 0.3430 Ha
* HOMO energy: -0.30869 Ha
* max |F|: 1.67 eV/A

---

Density functional theory data (wB97M-V/def2-TZVPD) for 2 unconnected molecules or ions with the total composition C9H14O.

```
! wB97M-V def2-TZVPD RIJCOSX def2/J DEFGRID3
* xyz 0 1
C -2.619 -0.655 1.407
C -1.540 -0.658 0.368
C -1.327 -1.808 -0.368
C -0.265 -1.937 -1.314
C 0.410 -0.728 -1.487
O 1.516 -0.819 -2.308
C 0.241 0.512 -0.800
C -0.832 0.484 0.059
H -3.118 -1.594 1.624
H -3.510 -0.017 1.225
H -2.173 -0.145 2.272
H -1.822 -2.752 -0.149
H 0.242 -2.768 -1.775
H 1.942 0.029 -2.449
H 0.873 1.372 -0.956
H -1.093 1.400 0.597
C 1.662 1.610 2.129
C 1.893 2.876 1.343
H 0.625 1.293 2.237
H 2.147 0.752 1.637
H 2.095 1.566 3.131
H 2.098 3.639 2.102
H 0.941 3.192 0.875
H 2.589 2.962 0.518
*
```

Values from the calculation:
* ΔE to the lowest compared entry with this formula, charge and spin: 1.133 eV
* orbital gap: 0.3343 Ha
* HOMO energy: -0.30340 Ha
* max |F|: 3.56 eV/A

---

Density functional theory data (wB97M-V/def2-TZVPD) for 2 unconnected molecules or ions with the total composition C9H14O.

```
! wB97M-V def2-TZVPD RIJCOSX def2/J DEFGRID3
* xyz 0 1
C -2.686 -2.293 -0.877
C -1.472 -1.365 -0.890
C -1.837 -0.014 -0.891
C -0.885 0.972 -0.980
C 0.474 0.637 -1.124
O 1.430 1.574 -1.203
C 0.859 -0.705 -1.170
C -0.150 -1.660 -1.048
H -3.380 -2.121 -0.047
H -2.293 -3.317 -0.812
H -3.171 -2.228 -1.831
H -2.919 0.212 -0.781
H -1.259 1.980 -1.012
H 1.287 2.452 -0.854
H 1.908 -0.888 -1.297
H 0.280 -2.647 -0.957
C 2.413 1.573 3.098
C 1.094 0.769 3.481
H 2.601 1.615 2.018
H 2.314 2.592 3.456
H 3.245 1.047 3.528
H 0.216 1.346 3.186
H 1.051 0.490 4.524
H 1.200 -0.168 2.924
*
```

Values from the calculation:
* ΔE to the lowest compared entry with this formula, charge and spin: 0.692 eV
* orbital gap: 0.3353 Ha
* HOMO energy: -0.30630 Ha
* max |F|: 2.32 eV/A

---

Density functional theory data (wB97M-V/def2-TZVPD) for 2 unconnected molecules or ions with the total composition C9H14O.

```
! wB97M-V def2-TZVPD RIJCOSX def2/J DEFGRID3
* xyz 0 1
C 2.185 -0.423 -2.836
C 0.926 -0.625 -2.017
C 0.424 0.360 -1.176
C -0.677 0.099 -0.377
C -1.303 -1.132 -0.425
O -2.468 -1.272 0.273
C -0.826 -2.106 -1.291
C 0.314 -1.874 -2.042
H 2.820 -1.277 -2.645
H 2.707 0.497 -2.567
H 1.909 -0.286 -3.884
H 0.893 1.332 -1.236
H -1.089 0.823 0.305
H -2.748 -2.191 0.313
H -1.338 -3.048 -1.409
H 0.743 -2.611 -2.712
C 0.398 1.477 2.791
C -1.005 1.958 3.093
H 0.879 0.963 3.621
H 0.517 0.922 1.861
H 1.033 2.340 2.650
H -1.696 2.330 2.330
H -1.033 2.656 3.935
H -1.565 1.088 3.445
*
```

Values from the calculation:
* ΔE to the lowest compared entry with this formula, charge and spin: 0.419 eV
* orbital gap: 0.3407 Ha
* HOMO energy: -0.30851 Ha
* max |F|: 1.86 eV/A

---

Density functional theory data (wB97M-V/def2-TZVPD) for 2 unconnected molecules or ions with the total composition C9H14O.

```
! wB97M-V def2-TZVPD RIJCOSX def2/J DEFGRID3
* xyz 0 1
C 0.254 -3.094 -2.022
C -0.273 -2.401 -0.801
C -1.624 -2.554 -0.426
C -2.118 -1.908 0.682
C -1.304 -1.167 1.547
C 0.006 -1.010 1.131
C 0.522 -1.565 -0.035
H 0.052 -2.526 -2.936
H -0.101 -4.118 -2.147
H 1.335 -3.144 -1.962
H -2.303 -2.993 -1.140
H -3.184 -1.879 0.899
H -1.648 -0.737 2.476
H 0.647 -0.441 1.802
H 1.580 -1.498 -0.230
C 1.781 2.865 0.594
C 0.842 4.063 0.490
O 1.033 4.809 -0.687
H 2.775 3.222 0.337
H 1.510 2.039 -0.070
H 1.892 2.472 1.599
H -0.201 3.729 0.535
H 0.977 4.658 1.390
H 0.931 4.237 -1.448
*
```

Values from the calculation:
* ΔE to the lowest compared entry with this formula, charge and spin: 0.617 eV
* orbital gap: 0.3667 Ha
* HOMO energy: -0.33494 Ha
* max |F|: 1.49 eV/A

---

Density functional theory data (wB97M-V/def2-TZVPD) for 2 unconnected molecules or ions with the total composition C9H14O.

```
! wB97M-V def2-TZVPD RIJCOSX def2/J DEFGRID3
* xyz 0 1
C -2.105 1.154 0.632
C -1.407 -0.134 0.274
C -1.821 -0.785 -0.872
C -1.050 -1.779 -1.454
C -0.009 -2.329 -0.707
O 0.626 -3.426 -1.172
C 0.333 -1.777 0.569
C -0.294 -0.619 0.963
H -1.936 1.482 1.673
H -3.182 1.169 0.432
H -1.637 1.863 -0.055
H -2.618 -0.395 -1.485
H -1.308 -2.323 -2.361
H 1.381 -3.691 -0.658
H 1.105 -2.335 1.075
H -0.050 -0.103 1.879
C 1.550 2.161 0.777
C 1.864 1.386 -0.505
H 2.180 1.679 1.574
H 2.059 3.119 0.718
H 0.595 2.039 1.281
H 1.784 2.123 -1.317
H 1.112 0.616 -0.734
H 2.830 0.906 -0.528
*
```

Values from the calculation:
* ΔE to the lowest compared entry with this formula, charge and spin: 0.854 eV
* orbital gap: 0.3337 Ha
* HOMO energy: -0.30319 Ha
* max |F|: 3.58 eV/A